Record 1
A cluster of 8 separate species, C32H63NO14 in total at a distorted geometry, computed with ωB97M-V with the def2-TZVPD basis set.

Cartesian coordinates (Å):
O -7.464 -12.611 -4.748
C -8.282 -11.747 -4.946
O -9.561 -11.849 -4.598
C -9.989 -13.137 -4.119
C -9.932 -13.246 -2.619
C -7.992 -10.432 -5.605
H -9.381 -13.938 -4.545
H -10.991 -13.266 -4.530
H -10.485 -12.474 -2.084
H -8.893 -13.174 -2.288
H -10.281 -14.243 -2.353
H -6.930 -10.250 -5.702
H -8.463 -9.629 -5.033
H -8.464 -10.417 -6.590
O -18.191 -18.453 -6.648
C -17.710 -17.957 -5.665
O -16.425 -17.583 -5.578
C -15.620 -17.762 -6.747
C -15.693 -16.592 -7.700
C -18.465 -17.730 -4.394
H -15.895 -18.676 -7.273
H -14.605 -17.924 -6.381
H -14.838 -16.585 -8.378
H -15.733 -15.616 -7.212
H -16.592 -16.676 -8.316
H -19.515 -17.559 -4.609
H -18.057 -16.928 -3.777
H -18.413 -18.618 -3.757
O -19.979 -11.135 -5.807
C -18.862 -11.392 -6.159
O -18.435 -12.661 -6.360
C -19.418 -13.700 -6.244
C -18.687 -14.971 -6.552
C -17.740 -10.391 -6.321
H -20.254 -13.532 -6.927
H -19.853 -13.683 -5.243
H -17.854 -15.068 -5.857
H -18.330 -14.945 -7.582
H -19.357 -15.829 -6.505
H -17.611 -9.904 -5.355
H -17.964 -9.630 -7.063
H -16.832 -10.912 -6.614
O -8.421 -18.298 -1.064
C -9.116 -17.450 -1.535
O -8.969 -16.983 -2.784
C -8.035 -17.664 -3.643
C -8.059 -16.914 -4.956
C -10.165 -16.685 -0.786
H -8.284 -18.719 -3.741
H -7.048 -17.598 -3.183
H -7.516 -15.968 -4.887
H -9.073 -16.697 -5.282
H -7.532 -17.462 -5.742
H -10.636 -17.307 -0.030
H -10.888 -16.185 -1.427
H -9.702 -15.870 -0.216
O -18.769 -14.784 0.958
C -17.938 -15.194 0.199
O -17.652 -14.611 -0.970
C -18.324 -13.364 -1.267
C -18.618 -13.373 -2.749
C -17.091 -16.414 0.415
H -17.678 -12.537 -0.986
H -19.246 -13.351 -0.687
H -19.060 -14.338 -2.977
H -17.684 -13.248 -3.310
H -19.196 -12.497 -3.048
H -17.087 -17.065 -0.461
H -17.526 -17.024 1.206
H -16.076 -16.137 0.682
O -13.663 -9.592 1.328
C -13.924 -9.934 0.206
O -13.649 -11.146 -0.278
C -12.980 -12.021 0.624
C -13.045 -13.449 0.118
C -14.585 -9.061 -0.811
H -13.446 -11.969 1.615
H -11.961 -11.689 0.836
H -13.903 -13.574 -0.546
H -13.178 -14.188 0.909
H -12.155 -13.742 -0.441
H -15.447 -9.549 -1.261
H -13.883 -8.856 -1.620
H -14.907 -8.152 -0.318
O -10.982 -14.166 -7.677
C -10.473 -15.258 -7.756
O -10.865 -16.300 -7.019
C -11.949 -16.078 -6.079
C -12.136 -17.394 -5.376
C -9.394 -15.613 -8.735
H -12.828 -15.773 -6.652
H -11.694 -15.280 -5.384
H -12.367 -18.199 -6.072
H -12.995 -17.309 -4.702
H -11.282 -17.649 -4.752
H -9.769 -16.319 -9.476
H -8.493 -15.996 -8.262
H -9.144 -14.705 -9.282
C -14.561 -12.131 -4.593
C -14.768 -13.521 -5.188
C -15.083 -14.650 -4.199
C -13.904 -15.002 -3.405
N -12.943 -15.294 -2.853
H -15.401 -11.814 -3.969
H -14.444 -11.432 -5.425
H -13.654 -12.000 -3.998
H -13.887 -13.762 -5.791
H -15.588 -13.476 -5.914
H -15.385 -15.545 -4.747
H -15.901 -14.401 -3.520

charge: 0
SMILES: CCOC(C)=O.CCOC(C)=O.CCOC(C)=O.CCOC(C)=O.CCOC(C)=O.CCOC(C)=O.CCOC(C)=O.CCCC#N



Record 2
A structure of composition C32H64AlBrCaFInMgO16 at a distorted geometry, computed with ωB97M-V with the def2-TZVPD basis set.

Cartesian coordinates (Å):
C -1.567 2.822 -0.449
O -1.787 3.438 0.839
C -0.607 4.187 1.292
C -0.007 5.092 0.214
C 1.315 4.583 -0.393
C 1.394 4.795 -1.916
C 1.418 3.515 -2.765
C 2.861 3.057 -3.093
C 3.230 1.582 -2.814
C 3.832 0.918 -4.137
C 2.733 0.016 -4.686
C 2.737 -1.449 -4.198
In 0.833 -2.322 -3.454
O -0.633 -0.778 -3.253
C -1.175 -0.753 -1.976
C -2.640 -1.201 -2.146
C -3.429 -1.339 -0.844
C -3.373 -0.276 -3.133
C -3.341 1.209 -2.689
C -2.246 1.985 -3.444
C -4.708 1.964 -2.920
H -0.527 2.597 -0.655
H -1.985 3.429 -1.294
H -2.135 1.891 -0.455
H -0.948 4.827 2.107
H 0.155 3.517 1.683
H -0.701 5.388 -0.595
H 0.244 6.042 0.715
H 2.100 5.183 0.065
H 1.524 3.545 -0.112
H 0.514 5.371 -2.214
H 2.246 5.420 -2.173
H 0.960 3.775 -3.721
H 0.818 2.704 -2.340
H 3.545 3.706 -2.548
H 3.009 3.265 -4.154
H 2.399 1.006 -2.407
H 3.959 1.633 -2.040
H 4.204 1.659 -4.835
H 4.820 0.011 -4.013
H 1.801 0.564 -4.499
H 2.891 0.000 -5.765
H 2.939 -2.067 -5.069
H 3.512 -1.606 -3.447
H 0.174 -3.453 -4.602
H 0.965 -3.098 -1.875
H -1.107 0.264 -1.533
H -0.652 -1.463 -1.317
H -2.571 -2.186 -2.611
H -4.336 -1.928 -1.099
H -2.880 -1.826 -0.035
H -3.779 -0.347 -0.518
H -2.957 -0.420 -4.126
H -4.419 -0.614 -3.151
H -3.114 1.284 -1.624
H -1.279 1.485 -3.387
H -2.522 2.146 -4.485
H -2.156 2.982 -2.991
H -4.536 2.914 -3.423
H -5.380 1.394 -3.574
H -5.176 2.127 -1.940
C 6.089 0.579 4.115
C 6.272 1.588 3.016
C 5.100 2.521 2.789
O 5.224 2.828 1.387
C 5.840 1.781 0.808
O 5.915 1.623 -0.379
O 6.356 0.950 1.714
H 5.887 1.080 5.061
H 5.266 -0.100 3.886
H 6.983 -0.031 4.232
H 7.194 2.155 3.162
H 5.137 3.430 3.381
H 4.144 2.014 2.946
Mg -5.067 0.878 -5.258
C 2.494 -5.678 -1.989
O 3.293 -5.181 -2.767
O 2.527 -5.583 -0.741
O 1.506 -6.380 -2.302
Al -5.931 -1.838 -0.141
C -8.650 -1.845 3.229
O -8.844 -2.395 1.930
H -7.611 -1.520 3.303
H -9.300 -0.984 3.398
H -8.839 -2.588 4.007
H -9.764 -2.685 1.875
Br 5.834 0.636 -2.947
C -10.164 -6.287 1.342
C -10.660 -6.356 -0.092
O -11.692 -5.381 -0.099
C -11.396 -4.460 0.844
O -11.884 -3.383 0.947
O -10.426 -4.917 1.672
F -11.174 -7.560 -0.401
H -10.746 -6.938 1.996
H -9.108 -6.517 1.448
H -9.916 -6.086 -0.843
C 6.369 -5.124 7.970
C 5.739 -3.771 7.736
O 6.042 -3.259 6.421
C 5.317 -3.768 5.431
O 4.429 -4.573 5.528
O 5.744 -3.223 4.284
C 5.096 -3.735 3.116
H 7.442 -5.083 7.779
H 6.208 -5.439 9.001
H 5.938 -5.874 7.309
H 6.148 -3.033 8.424
H 4.660 -3.800 7.878
H 4.014 -3.679 3.214
H 5.398 -4.765 2.936
H 5.429 -3.110 2.292
C 2.938 7.610 0.470
O 1.607 7.707 0.262
H 3.433 8.587 0.653
H 3.224 7.022 1.378
H 3.522 7.155 -0.362
Ca -3.046 4.622 -0.220

charge: +2



Record 3
A cluster of 3 separate species, C32H64N3O2Si in total at a distorted geometry, computed with ωB97M-V with the def2-TZVPD basis set.

Cartesian coordinates (Å):
C 2.606 -2.511 0.403
Si 4.066 -1.366 0.546
C 5.644 -2.397 0.742
C 3.754 -0.245 2.025
C 3.855 1.262 1.750
C 2.638 2.032 2.227
C 1.346 1.481 1.591
C 0.727 2.460 0.610
C -0.319 1.882 -0.333
C -1.598 1.313 0.261
C -1.594 -0.117 0.801
N -1.183 -1.046 -0.214
C -1.507 -2.394 0.132
C -2.671 -2.977 -0.688
C -3.735 -1.933 -0.892
C -3.399 -0.930 -1.951
O -2.854 -1.149 -2.965
O -3.952 0.295 -1.747
C 4.139 -0.391 -1.062
C 5.352 -0.063 -1.724
C 5.351 0.658 -2.943
C 4.130 1.063 -3.521
C 2.913 0.757 -2.869
C 2.923 0.037 -1.655
H 2.729 -3.198 -0.430
H 1.708 -1.925 0.206
H 2.456 -3.069 1.318
H 5.382 -3.448 0.678
H 6.365 -2.188 -0.042
H 6.136 -2.213 1.693
H 2.772 -0.517 2.400
H 4.453 -0.513 2.816
H 4.739 1.629 2.272
H 4.013 1.482 0.697
H 2.738 3.076 1.930
H 2.586 2.041 3.314
H 0.622 1.245 2.363
H 1.546 0.556 1.057
H 1.543 2.844 -0.008
H 0.314 3.303 1.168
H 0.117 1.134 -0.989
H -0.619 2.715 -0.976
H -2.323 1.288 -0.549
H -2.000 1.992 1.021
H -0.991 -0.214 1.726
H -2.643 -0.281 1.145
H -0.669 -3.098 0.008
H -1.810 -2.486 1.194
H -3.093 -3.814 -0.121
H -2.369 -3.389 -1.647
H -3.983 -1.461 0.055
H -4.660 -2.398 -1.248
H -4.419 0.277 -0.907
H 6.303 -0.364 -1.310
H 6.283 0.888 -3.438
H 4.136 1.600 -4.457
H 1.979 1.069 -3.307
H 1.974 -0.189 -1.187
C -0.088 -4.579 4.061
C -1.160 -5.639 3.854
N -1.433 -5.885 2.454
C -2.656 -6.619 2.212
C -2.753 -8.063 2.725
C -0.286 -6.253 1.646
C 0.522 -7.494 2.054
H -0.331 -3.677 3.498
H -0.020 -4.321 5.120
H 0.898 -4.927 3.747
H -2.092 -5.286 4.306
H -0.874 -6.551 4.408
H -2.845 -6.608 1.135
H -3.472 -6.042 2.659
H -2.134 -8.747 2.144
H -3.785 -8.412 2.644
H -2.460 -8.142 3.773
H 0.389 -5.401 1.617
H -0.625 -6.368 0.614
H 0.768 -7.488 3.117
H 1.464 -7.508 1.501
H 0.002 -8.426 1.830
C -2.693 9.386 -2.897
C -1.639 8.308 -2.683
N -2.084 7.254 -1.795
C -1.010 6.396 -1.323
C -0.248 5.556 -2.352
C -3.311 6.583 -2.189
C -3.366 5.936 -3.579
H -3.057 9.760 -1.939
H -2.261 10.221 -3.451
H -3.545 9.019 -3.469
H -0.759 8.766 -2.222
H -1.312 7.934 -3.667
H -1.421 5.732 -0.558
H -0.292 7.037 -0.801
H -0.848 4.728 -2.727
H 0.634 5.119 -1.880
H 0.093 6.152 -3.200
H -4.128 7.307 -2.119
H -3.532 5.829 -1.430
H -3.015 6.616 -4.357
H -4.399 5.673 -3.816
H -2.780 5.021 -3.634

charge: -1



Record 4
A cluster of 3 separate species, C32H64N5O7 in total at a distorted geometry, computed with ωB97M-V with the def2-TZVPD basis set.

Cartesian coordinates (Å):
C -3.264 5.212 3.654
C -2.412 3.781 3.535
C -3.056 2.666 2.492
N -1.227 3.582 4.249
C -0.030 3.861 3.316
C 0.215 5.475 3.148
N 1.385 5.614 2.152
C 2.573 4.965 2.825
C 2.414 3.309 3.003
C 2.144 2.560 1.556
C 3.491 2.297 0.662
C 4.299 3.647 0.201
O 3.235 1.463 -0.522
C 2.376 2.133 -1.509
C 1.081 1.106 -1.767
C -0.432 1.583 -1.238
C -1.686 0.512 -1.485
C -1.452 -0.952 -2.211
C 0.054 -1.366 -2.747
C 1.344 -0.331 -2.531
O 3.677 2.861 3.597
C 3.506 1.812 4.608
C 3.341 2.410 6.162
C 4.382 1.736 7.233
O 1.975 2.280 6.692
N 1.177 3.092 3.842
H -4.383 4.906 3.818
H -2.809 5.863 4.515
H -3.173 5.764 2.608
H -2.903 3.131 1.403
H -2.469 1.646 2.481
H -4.222 2.533 2.612
H -0.398 3.474 2.248
H -0.740 6.080 2.812
H 0.496 5.903 4.224
H 1.156 5.241 1.202
H 1.622 6.648 2.061
H 3.612 5.272 2.363
H 2.593 5.378 3.945
H 1.713 1.482 1.833
H 1.290 3.079 0.926
H 4.248 1.675 1.344
H 4.801 3.478 -0.866
H 3.483 4.508 0.105
H 5.087 3.912 1.040
H 2.906 2.346 -2.549
H 1.917 3.152 -1.161
H -0.630 2.632 -0.714
H -2.752 0.851 -1.122
H -2.393 -1.660 -2.323
H 0.271 -2.389 -3.283
H 2.435 -0.592 -2.911
H 2.694 0.998 4.349
H 4.540 1.215 4.639
H 3.641 3.561 6.061
H 3.824 0.825 7.754
H 4.567 2.521 8.113
H 5.422 1.453 6.777
H 1.815 1.394 7.132
H 0.849 2.079 3.816
C 0.222 -3.065 1.934
O 0.760 -3.166 0.622
C 2.030 -2.514 0.498
C 3.117 -3.551 0.174
N 3.374 -4.418 1.328
C 4.231 -5.564 1.016
C 3.655 -6.632 0.066
O 2.548 -7.350 0.614
C 1.283 -6.749 0.373
H -0.770 -3.526 1.932
H 0.850 -3.601 2.652
H 0.120 -2.018 2.232
H 2.288 -1.928 1.389
H 1.947 -1.816 -0.345
H 4.042 -3.029 -0.103
H 2.779 -4.136 -0.687
H 2.487 -4.765 1.685
H 4.461 -6.052 1.971
H 5.186 -5.202 0.614
H 4.441 -7.380 -0.095
H 3.417 -6.232 -0.925
H 1.247 -6.215 -0.582
H 1.021 -6.080 1.195
H 0.530 -7.544 0.349
C -2.996 -3.745 -4.767
O -3.100 -2.371 -5.118
C -2.984 -2.155 -6.530
C -4.301 -1.584 -7.079
N -5.362 -2.595 -7.050
C -6.691 -2.054 -7.346
C -7.294 -1.076 -6.318
O -7.598 -1.682 -5.060
C -6.522 -1.672 -4.130
H -3.028 -3.821 -3.676
H -3.835 -4.314 -5.178
H -2.050 -4.165 -5.118
H -2.686 -3.063 -7.069
H -2.191 -1.411 -6.672
H -4.146 -1.249 -8.112
H -4.572 -0.717 -6.470
H -5.385 -3.024 -6.127
H -7.367 -2.913 -7.430
H -6.673 -1.574 -8.332
H -8.256 -0.736 -6.720
H -6.688 -0.173 -6.188
H -5.880 -0.793 -4.241
H -5.936 -2.588 -4.223
H -6.948 -1.660 -3.122

charge: +1



Calculated electronic energy (Ha), listed in the same order as above: -2365.30348; -6444.38517; -1861.91772; -2057.14795
Calculated orbital gap (eV), listed in the same order as above: 10.6; 2.0; 4.7; 6.5
Calculated HOMO (Eh), listed in the same order as above: -0.377; -0.362; -0.077; -0.363